[1]
46
Properties=species:S:1:pos:R:3:forces:R:3:nbo_charge:R:1 method="wB97M-V/def2-TZVPD" e_above_lowest_ev=0.0000 orbital_gap_ev=6.52 charge=0 e_tot_ev=-92884.7884 spin_multiplicity=1
Ru 0.44995 0.60174 0.71828 -0.2 0.1 -0.3 0.709
F -6.45468 -1.02729 1.36146 0.0 0.0 0.0 -0.281
C -5.28896 -0.39017 1.29402 0.0 0.0 0.0 0.265
C -4.10289 -1.08366 1.43470 0.0 0.0 0.0 0.310
F -4.12527 -2.40128 1.64194 0.0 0.0 0.0 -0.293
C -2.89147 -0.41559 1.36848 0.0 -0.1 0.1 0.303
F -1.79131 -1.16092 1.53824 0.0 0.0 -0.1 -0.306
C -2.81185 0.95376 1.14898 0.0 0.0 0.0 -0.292
S -1.35167 1.93834 1.02868 0.3 -0.2 0.0 0.010
C -4.02924 1.62369 1.01864 0.0 0.0 0.0 0.330
F -4.03760 2.94242 0.81054 0.0 0.0 0.0 -0.290
C -5.24854 0.97861 1.08685 0.0 0.0 0.0 0.270
F -6.38187 1.66360 0.95041 0.0 0.0 0.0 -0.282
F 0.85956 -2.57319 2.01917 0.0 0.0 0.0 -0.302
C 1.05194 -2.39996 3.32133 0.0 0.0 0.0 0.738
F -0.03017 -2.79007 3.97857 0.0 0.0 0.0 -0.295
F 2.09377 -3.12269 3.71100 0.0 0.0 0.0 -0.299
S 1.36437 -0.61142 3.70103 -0.1 0.1 0.0 2.254
O 0.40365 0.08994 2.81825 0.2 -0.1 -0.1 -0.971
O 1.16010 -0.46886 5.09573 0.0 0.0 0.0 -0.860
N 2.84834 -0.34136 3.27620 0.1 -0.1 0.0 -1.193
S 3.11722 0.25032 1.84920 0.0 0.1 0.0 2.199
O 2.85506 1.65507 1.71588 0.2 0.1 0.2 -0.902
O 2.50965 -0.56323 0.78688 -0.1 0.2 0.1 -0.938
C 4.94014 0.03889 1.72237 0.0 -0.1 -0.1 0.759
F 5.31244 0.53201 0.54448 0.0 0.0 0.0 -0.301
F 5.53688 0.70698 2.69296 0.0 0.0 0.0 -0.288
F 5.26734 -1.24197 1.78810 0.0 0.0 0.0 -0.293
C -1.60747 -0.94399 -2.00286 0.0 0.1 0.0 -0.649
C -0.54164 -0.30651 -2.84791 -0.2 -0.1 -0.2 0.038
C -0.54222 -0.40177 -4.23140 0.0 0.0 0.0 -0.218
C 0.45206 0.20677 -4.98679 0.0 0.0 0.0 -0.152
C 1.47585 0.92671 -4.38230 0.0 0.0 0.0 -0.216
C 1.52621 1.05579 -3.00324 0.1 0.0 -0.2 0.032
C 2.61822 1.81038 -2.30434 0.0 0.0 0.0 -0.645
C 0.50128 0.43156 -2.27846 0.3 0.1 0.6 0.073
N 0.50222 0.59350 -0.91428 -0.4 -0.1 0.0 -0.096
H -2.26678 -1.54861 -2.62222 0.0 0.0 0.0 0.226
H -2.21058 -0.18382 -1.49741 0.0 0.0 0.0 0.237
H -1.17868 -1.58003 -1.22769 0.0 0.0 0.0 0.238
H -1.33094 -0.95977 -4.71930 0.0 0.0 0.0 0.221
H 0.42973 0.11740 -6.06503 0.0 0.0 0.0 0.222
H 2.24494 1.39240 -4.98482 0.0 0.0 0.0 0.221
H 3.28790 2.26870 -3.02885 0.0 0.0 0.0 0.225
H 3.20328 1.14613 -1.66522 0.0 0.0 0.0 0.238
H 2.21170 2.59144 -1.66025 0.0 0.0 0.0 0.241

=====

[2]
34
Properties=species:S:1:pos:R:3:forces:R:3:mulliken_spin:R:1 method="wB97M-V/def2-TZVPD" e_above_lowest_ev=0.2892 orbital_gap_ev="7.78 / 7.74" charge=-1 e_tot_ev=-81836.6412 s2=2.00 spin_multiplicity=3
Ni 0.26754 0.19362 0.00000 1.5 0.5 0.0 1.829
O -4.91296 3.95042 0.00000 -0.1 0.0 0.0 0.000
C -3.79236 3.17592 0.00000 0.4 -0.2 0.0 0.000
C -2.51316 3.72442 0.00000 0.0 0.1 0.0 0.003
C -1.42416 2.86542 0.00000 0.2 0.1 0.0 -0.003
N -1.56606 1.55192 0.00000 -0.3 0.3 0.0 0.004
C -2.77866 1.01602 0.00000 0.1 0.0 0.0 -0.016
C -3.92786 1.78652 0.00000 -0.1 0.0 0.0 -0.001
C -2.69446 -0.51368 0.00000 -0.4 0.2 0.0 0.006
O -3.71316 -1.19348 0.00000 -0.4 0.1 0.0 0.000
O -1.50216 -0.92748 -0.00010 0.2 -0.3 0.0 0.019
C 0.05584 3.28262 0.00000 -0.3 0.2 0.0 0.002
O 0.33754 4.47562 0.00000 -0.2 0.5 0.0 0.001
O 0.85164 2.30682 0.00000 0.1 -0.6 0.0 0.046
H -4.66856 4.88522 0.00000 0.1 -0.2 0.0 0.000
H -2.35516 4.79592 0.00000 0.1 0.0 0.0 0.000
H -4.89546 1.31102 0.00000 -0.1 0.0 0.0 0.000
S 4.70064 -1.20658 0.00000 -0.7 0.2 0.0 0.005
C 4.64454 0.51452 0.00000 0.2 -0.2 0.0 0.010
C 3.37664 1.00592 0.00000 0.3 0.1 0.0 -0.027
C 2.36554 0.00732 0.00000 -0.8 -0.4 0.0 0.113
C 2.93984 -1.24018 0.00000 0.8 1.0 0.0 0.017
C 2.15764 -2.43258 0.00000 -0.4 -0.7 0.0 -0.045
C 2.67454 -3.73118 0.00000 0.0 0.3 0.0 -0.001
C 1.79804 -4.79608 0.00000 -0.2 0.1 0.0 -0.001
C 0.43474 -4.53648 0.00000 0.1 -0.1 0.0 0.000
C 0.00564 -3.21688 0.00000 -0.2 -0.6 0.0 0.001
N 0.83604 -2.19478 0.00000 0.0 -0.1 0.0 0.038
H 5.57354 1.05522 0.00000 0.1 0.2 0.0 0.000
H 3.15144 2.05772 0.00000 0.0 0.1 0.0 0.001
H 3.74574 -3.86348 0.00000 0.1 -0.1 0.0 0.000
H 2.16634 -5.81268 0.00000 0.0 -0.1 0.0 0.000
H -0.29406 -5.33068 0.00000 -0.1 -0.1 0.0 0.000
H -1.04536 -2.96598 0.00010 0.0 0.0 0.0 -0.001

=====

[3]
38
Properties=species:S:1:pos:R:3:forces:R:3:mulliken_spin:R:1 method="wB97M-V/def2-TZVPD" e_above_lowest_ev=0.0000 orbital_gap_ev="6.86 / 6.41" charge=+1 e_tot_ev=-73539.8346 s2=3.78 spin_multiplicity=4
V 0.12230 -0.48647 0.67909 0.6 0.8 0.2 2.051
S 4.37832 -1.28671 1.30483 -0.2 -0.1 -0.1 0.014
C 4.16791 -1.42202 -0.38989 0.0 0.1 0.1 -0.015
C 2.87379 -1.24198 -0.77877 0.1 -0.1 -0.1 0.021
C 2.01211 -1.02069 0.32460 -0.2 0.1 0.2 -0.211
C 2.69774 -1.03259 1.52647 0.2 0.0 -0.3 0.032
C 2.02656 -0.80130 2.79018 0.0 -0.1 0.2 0.020
C 2.61394 -0.86411 4.04680 -0.1 0.1 0.0 0.004
C 1.83462 -0.61859 5.16419 0.0 0.0 -0.1 0.009
C 0.48539 -0.31839 5.01396 0.0 0.0 -0.1 0.011
C -0.04039 -0.28336 3.73988 -0.1 0.0 0.2 0.011
N 0.70817 -0.52509 2.65967 0.0 0.0 -0.2 -0.020
H 5.02311 -1.61640 -1.01799 0.0 0.0 0.0 0.000
H 2.56246 -1.28572 -1.81246 0.0 0.0 0.0 0.005
H 3.66457 -1.10028 4.14047 0.0 0.0 0.0 0.001
H 2.27600 -0.66037 6.15064 0.0 0.0 0.0 0.000
H -0.14787 -0.11751 5.86488 0.0 0.0 0.0 0.000
H -1.08456 -0.05437 3.56542 0.0 0.0 0.0 0.002
O 0.55039 3.24374 -0.65476 -0.1 0.0 -0.1 -0.001
C -0.00335 2.19099 -0.60026 -0.1 0.3 -0.2 0.009
O 0.13582 1.33467 0.41798 0.0 -1.1 0.4 -0.031
C -0.97574 1.67533 -1.62900 0.0 -0.1 0.0 -0.023
C -1.87218 2.52512 -2.26330 0.0 0.0 0.0 -0.005
C -2.81292 1.97333 -3.11441 0.1 -0.1 0.0 0.003
C -2.90002 0.61639 -3.37547 0.0 0.0 0.0 -0.003
C -1.97893 -0.19550 -2.74736 0.1 0.1 0.0 -0.003
C -1.01615 0.31629 -1.89766 0.0 0.1 0.0 0.011
N -2.00066 -1.65388 -2.95974 0.0 -0.1 0.1 -0.001
O -2.73592 -2.09286 -3.80260 0.0 0.0 0.0 0.001
O -1.27220 -2.31975 -2.23511 0.0 0.0 0.0 0.008
N -3.79373 2.87318 -3.77007 -0.1 0.0 0.1 0.000
O -3.68463 4.05440 -3.54045 0.0 0.0 0.0 0.000
O -4.63173 2.34812 -4.46578 0.0 0.0 -0.1 0.000
H -1.84909 3.59246 -2.09193 0.0 0.0 0.0 0.000
H -3.65386 0.21783 -4.03865 0.0 0.0 0.0 0.000
H -0.24131 -0.37044 -1.55633 0.0 -0.1 0.0 0.022
O -0.92268 -3.32552 0.64883 0.0 0.0 0.0 0.531
N -0.51528 -2.26796 0.70414 -0.3 0.0 -0.1 0.547

=====

[4]
50
Properties=species:S:1:pos:R:3:forces:R:3:nbo_charge:R:1 method="wB97M-V/def2-TZVPD" e_above_lowest_ev=0.0000 orbital_gap_ev=8.71 charge=-1 e_tot_ev=-163238.0305 spin_multiplicity=1
Pd -1.24176 0.51853 0.43152 0.0 0.0 0.0 1.096
F 3.35499 -0.87036 2.94016 0.0 0.0 0.0 -0.314
C 3.79391 0.11324 2.15482 0.0 0.0 0.0 0.707
F 4.48562 0.97490 2.90150 0.0 0.0 0.0 -0.315
F 4.62010 -0.41089 1.24336 0.0 0.0 0.0 -0.319
S 2.38882 0.94819 1.30073 0.0 0.0 0.0 2.277
O 1.71732 -0.11433 0.61007 0.0 0.0 0.0 -0.939
O 3.00758 2.00935 0.57298 0.0 0.0 0.0 -0.918
N 1.57796 1.54378 2.51984 0.0 0.0 0.0 -1.234
S 0.39675 0.87306 3.26409 0.0 -0.1 0.0 2.275
O 0.72604 0.03139 4.37052 0.0 0.0 0.0 -0.908
O -0.67623 0.33073 2.41801 0.0 0.0 0.0 -0.961
C -0.35156 2.37577 4.02488 0.0 0.0 0.0 0.730
F 0.51063 2.94290 4.86678 0.0 0.0 0.0 -0.310
F -0.71440 3.26901 3.11470 0.0 0.0 0.0 -0.303
F -1.43340 2.00231 4.71307 0.0 0.0 0.0 -0.314
C -5.27062 1.38246 -0.05191 0.0 0.0 0.0 -0.623
C -4.97142 1.76297 -1.47175 0.0 0.0 0.0 -0.043
C -4.90414 3.09155 -1.86644 0.0 0.0 0.0 -0.203
C -4.56412 3.42172 -3.16629 0.0 0.0 0.0 -0.031
Cl -4.44085 5.10398 -3.61028 0.0 0.0 0.0 -0.021
C -4.30171 2.44462 -4.10862 0.0 0.0 0.0 -0.237
C -4.37506 1.11310 -3.72806 0.0 0.0 0.0 -0.269
C -4.69554 0.78373 -2.42287 0.0 0.1 0.1 0.357
O -4.77256 -0.53248 -2.00266 -0.1 -0.1 -0.1 -0.523
C -3.58147 -1.30223 -2.08644 0.1 0.0 0.1 -0.157
C -2.55125 -0.73351 -1.13477 0.0 0.0 -0.1 0.733
O -2.01874 0.38582 -1.41736 0.0 0.0 0.0 -0.630
O -2.26937 -1.28564 -0.03815 0.0 0.1 0.1 -0.656
H -5.50301 2.26718 0.53738 0.0 0.0 0.0 0.219
H -4.39833 0.90826 0.39988 0.0 0.0 0.0 0.237
H -6.10346 0.68057 0.00348 0.0 0.0 0.0 0.216
H -5.07835 3.87375 -1.13996 0.0 0.0 0.0 0.228
H -4.03507 2.71832 -5.11980 0.0 0.0 0.0 0.222
H -4.16312 0.33694 -4.45233 0.0 0.0 0.0 0.213
H -3.17522 -1.32211 -3.10099 0.0 0.1 0.0 0.188
H -3.84629 -2.30932 -1.77522 0.0 0.0 0.0 0.213
Br -2.22854 8.22220 -1.60699 0.0 0.0 0.0 0.038
C -1.11314 6.80101 -1.03096 0.0 0.0 0.0 -0.138
C 0.26096 6.97895 -1.00082 0.0 0.0 0.0 0.011
N 1.09669 6.02206 -0.61431 0.0 0.0 0.0 -0.408
C 0.58122 4.84782 -0.24953 0.0 0.0 0.0 0.064
C -0.78585 4.59209 -0.24451 0.0 0.0 0.2 -0.177
C -1.65675 5.59411 -0.64414 0.0 0.0 0.0 -0.159
C -1.36180 3.26318 0.16740 0.0 -0.1 -0.5 0.774
O -2.57053 3.12608 0.27892 0.0 0.0 0.2 -0.671
O -0.47360 2.32796 0.28270 0.0 0.0 0.2 -0.696
H 0.69634 7.92554 -1.30062 0.0 0.0 0.0 0.194
H 1.27897 4.07754 0.05465 0.0 0.0 0.0 0.236
H -2.72175 5.40710 -0.64778 0.0 0.0 0.0 0.250

=====

| no. | molecular weight (g mol⁻¹) |
| --- | --- |
| 1 | 699.5 |
| 2 | 400.0 |
| 3 | 452.3 |
| 4 | 787.2 |